[1]
Below is 11 unconnected molecules or ions with the total composition C49H100F18N5O17, with properties calculated with ωB97M-V with the def2-TZVPD basis set.

Structure (ORCA input):
```
! wB97M-V def2-TZVPD RIJCOSX def2/J DEFGRID3
* xyz -1 1
C 7.6883 1.2981 21.8646
C 7.4847 0.1328 20.9059
O 6.9022 -0.9103 21.2468
N 8.1631 0.2186 19.5513
H 9.0832 0.6302 19.6162
H 8.3465 -0.6345 19.0425
C 7.3245 1.0822 18.5775
H 7.0218 1.0445 22.6890
H 7.2780 2.2040 21.4183
H 8.6782 1.4553 22.2929
H 8.0349 1.3011 17.7803
H 7.0699 2.0501 19.0092
H 6.4520 0.4868 18.3088
C 8.9749 11.8614 6.6264
C 7.5544 11.4952 6.2865
O 6.6627 12.2804 6.1624
N 7.2825 10.0206 5.9897
H 6.6176 9.8454 5.2499
H 8.0619 9.5969 5.5070
C 6.8719 9.1526 7.2056
H 9.6601 11.6218 5.8133
H 9.3236 11.3535 7.5255
H 8.9412 12.9508 6.6209
H 7.4841 9.1839 8.1069
H 6.9898 8.1183 6.8826
H 5.8058 9.2828 7.3920
C 9.9800 6.3771 15.2779
C 8.9470 5.8035 14.3484
O 8.8275 4.6102 14.1565
N 8.1689 6.7568 13.4484
H 8.7144 7.5984 13.3284
H 7.9578 6.2320 12.6117
C 6.8200 7.1355 14.0839
H 10.4298 7.2785 14.8617
H 10.6414 5.5372 15.4904
H 9.5009 6.5219 16.2462
H 6.7821 7.5891 15.0743
H 6.1014 6.3160 14.0908
H 6.4976 7.8365 13.3139
C 12.0480 11.0478 25.7561
C 11.1566 10.1751 24.7730
N 11.6503 8.6654 24.7001
C 13.0521 8.7700 24.0677
C 11.6622 8.0836 26.1818
C 12.6731 6.8607 26.3195
C 10.6381 7.8572 23.8496
C 10.5762 8.2019 22.3170
O 10.0421 9.4746 22.1453
C 10.3752 10.0874 20.8983
H 12.0049 10.8200 26.8212
H 11.5781 12.0261 25.8572
H 13.1004 11.1042 25.4780
H 11.2458 10.6548 23.7984
H 10.1127 10.2337 25.0813
H 12.8965 9.4715 23.2481
H 13.2513 7.7554 23.7225
H 13.8110 9.1496 24.7519
H 10.6169 7.8707 26.4058
H 11.9294 8.8370 26.9228
H 12.7696 6.4855 27.3383
H 13.6919 7.1395 26.0502
H 12.3752 6.0435 25.6625
H 9.6945 8.0913 24.3425
H 10.9554 6.8144 23.8515
H 9.9184 7.4957 21.8104
H 11.6082 8.0744 21.9900
H 10.2555 11.1667 20.9916
H 9.7531 9.6377 20.1244
H 11.3257 9.8210 20.4361
C 14.3807 8.5229 8.8564
C 15.2503 7.2752 9.0173
N 14.7409 6.3000 10.1549
C 14.8785 7.0547 11.5631
C 13.3262 5.7352 9.9885
C 12.9093 5.0399 8.7465
C 15.7548 5.1165 10.2570
C 15.4303 3.9695 11.2718
O 14.3508 3.1785 10.9362
C 14.6005 1.9676 10.2116
H 13.3405 8.4092 8.5513
H 14.7913 9.3084 8.2219
H 14.2794 9.0164 9.8229
H 16.2855 7.5484 9.2215
H 15.3857 6.6249 8.1531
H 15.9280 7.2812 11.7508
H 14.6439 6.2994 12.3131
H 14.1458 7.8575 11.6463
H 12.6430 6.5623 10.1811
H 13.2304 5.0572 10.8365
H 13.2265 5.6252 7.8835
H 11.8304 5.1748 8.6710
H 13.2299 4.0211 8.5285
H 16.7172 5.5771 10.4800
H 15.7506 4.7032 9.2483
H 15.4232 4.3769 12.2828
H 16.2724 3.3406 11.5604
H 15.3906 1.4084 10.7127
H 15.0046 2.1306 9.2124
H 13.6923 1.3665 10.1662
C 4.5450 2.8915 9.5544
O 4.7474 1.5932 8.8957
O 5.8002 3.5328 9.5506
C 3.4366 3.6352 8.7231
F 3.6454 3.7445 7.4206
F 2.2331 2.9970 8.9313
F 3.1905 4.8931 9.1434
C 3.9841 0.4372 9.2247
C 4.0292 -0.6889 8.1297
H 5.0712 -0.8425 7.8490
H 3.5098 -1.5488 8.5528
H 3.4682 -0.3352 7.2646
H 2.9456 0.6684 9.4615
H 4.3223 -0.0129 10.1581
H 4.2737 2.7810 10.6043
C 10.1770 12.3299 13.5278
O 9.1779 12.3674 14.5546
O 9.9216 11.1913 12.7800
C 10.4742 13.7811 12.9302
F 10.4184 14.7282 13.9244
F 11.6015 13.9637 12.2703
F 9.5539 14.1158 12.0544
C 7.8355 12.7319 14.1648
C 6.9691 12.8443 15.4262
H 7.4526 13.3132 16.2832
H 6.0010 13.3149 15.2547
H 6.8342 11.8660 15.8877
H 7.4176 11.9687 13.5083
H 7.7220 13.7331 13.7491
H 11.0215 12.1197 14.1841
C 19.5336 5.7103 15.8941
O 18.4847 6.3458 16.4871
O 19.6214 6.1853 14.6048
C 20.8677 5.7128 16.7671
F 21.3571 6.8994 17.1687
F 20.7999 4.9394 17.8591
F 21.9590 5.1816 16.1514
C 17.9534 5.7408 17.6115
C 16.8460 6.7441 18.0496
H 17.1055 7.7955 17.9254
H 15.9860 6.6691 17.3842
H 16.5677 6.6449 19.0988
H 18.5579 5.7172 18.5182
H 17.5445 4.7373 17.4940
H 19.1283 4.7022 15.8060
C 2.6363 6.0198 18.6497
O 2.5098 5.7348 17.3202
O 3.1873 4.8537 19.2500
C 3.2812 7.4503 18.8710
F 3.2983 7.9940 20.1185
F 4.5480 7.5547 18.4594
F 2.6439 8.4027 18.1154
C 1.2260 5.5767 16.7200
C 1.4024 5.5770 15.1799
H 2.0409 4.7937 14.7713
H 0.4663 5.5169 14.6248
H 1.8904 6.5061 14.8853
H 0.5105 6.3921 16.8258
H 0.6384 4.7254 17.0635
H 1.6349 6.0912 19.0741
C 2.7553 17.6754 10.3447
O 2.4523 16.2479 10.4575
O 2.0646 18.1525 9.1981
C 2.3926 18.3693 11.7531
F 2.7158 17.5540 12.7921
F 2.9719 19.5464 12.0470
F 1.0813 18.5816 11.8696
C 3.5046 15.3942 10.9539
C 2.7526 14.1032 11.3117
H 3.4081 13.2534 11.1209
H 2.5355 14.0872 12.3797
H 1.8400 13.9393 10.7387
H 3.9506 15.7409 11.8861
H 4.3736 15.2855 10.3049
H 3.8402 17.6462 10.2432
C 13.1427 1.4856 19.4376
O 13.0792 0.3434 18.5888
O 11.9245 2.2042 19.2496
C 13.5706 0.9557 20.8945
F 13.4465 1.9012 21.8145
F 12.7217 0.0308 21.1725
F 14.7959 0.4825 20.9572
C 13.2376 0.4325 17.1435
C 13.1640 -0.9306 16.5092
H 13.7739 -1.6919 16.9956
H 12.1412 -1.2636 16.6854
H 13.1938 -1.0044 15.4221
H 14.1334 0.9129 16.7500
H 12.4258 1.0590 16.7740
H 13.9524 2.0911 19.0305
*
```

Values from the calculation:
- orbital gap (eV) = 2.3
- E_HOMO (eV) = -3.4

Here are the Löwdin charges for atoms 1 to 99, given in e: 0.031, -0.329, 0.129, 0.109, 0.157, 0.175, 0.058, 0.097, 0.094, 0.105, 0.108, 0.105, 0.114, 0.036, -0.377, 0.205, 0.099, 0.176, 0.163, 0.053, 0.096, 0.105, 0.112, 0.109, 0.103, 0.116, 0.037, -0.376, 0.156, 0.116, 0.166, 0.177, 0.054, 0.100, 0.106, 0.107, 0.116, 0.116, 0.107, -0.059, -0.111, -0.224, 0.022, -0.099, -0.043, -0.051, -0.203, -0.197, -0.069, 0.063, 0.086, 0.075, 0.111, 0.130, 0.105, 0.109, 0.103, 0.122, 0.097, 0.083, 0.068, 0.074, 0.133, 0.132, 0.144, 0.116, 0.100, 0.094, 0.089, -0.060, -0.133, -0.212, 0.065, -0.182, -0.053, -0.050, -0.210, -0.203, -0.062, 0.076, 0.089, 0.073, 0.129, 0.114, 0.118, 0.088, 0.099, 0.127, 0.119, 0.076, 0.098, 0.083, 0.138, 0.125, 0.127, 0.141, 0.091, 0.084, 0.101

[2]
Below is a molecular structure, C15H21AlN2O2, with properties calculated with ωB97M-V with the def2-TZVPD basis set.

Structure (ORCA input):
```
! wB97M-V def2-TZVPD RIJCOSX def2/J DEFGRID3
* xyz -2 1
Al -0.4877 -0.2000 0.9661
C -0.1930 -4.3062 1.8926
C -0.5205 -2.9472 1.3445
N 0.3278 -1.9152 1.3813
O 1.5950 -2.1238 2.0102
C -1.7458 -2.6493 0.7691
C -2.8163 -3.6870 0.5867
N -1.9286 -1.3741 0.3688
O -3.0821 -1.0604 -0.1883
H 0.6445 -4.2270 2.5830
H 0.0896 -4.9950 1.0903
H -1.0519 -4.7274 2.4200
H 1.9344 -1.2228 1.9919
H -2.4155 -4.5992 0.1403
H -3.5776 -3.2646 -0.0686
H -3.2894 -3.9434 1.5388
C -0.8086 0.5644 2.7040
H -0.0870 0.2901 3.4933
H -1.8022 0.5794 3.1723
C -1.5143 2.0010 -0.8435
C -0.2753 1.4446 -1.5099
C -0.5301 1.1461 -2.9791
C 0.4861 0.4306 -0.6766
C 1.1010 1.8352 -0.9928
C 2.2498 1.8799 -1.9271
C 3.3408 2.6720 -1.7371
C 3.4419 3.5696 -0.6706
C 2.3642 3.6050 0.2312
C 1.2564 2.8364 0.0835
H -2.3356 1.2921 -0.9530
H -1.8176 2.9694 -1.2576
H -1.3384 2.1060 0.2239
H -1.3512 0.4298 -3.0618
H 0.3464 0.7164 -3.4606
H -0.8175 2.0509 -3.5254
H 0.9626 -0.3290 -1.3148
H 2.2567 1.1948 -2.7689
H 4.1622 2.6225 -2.4592
H 4.3290 4.1773 -0.5151
H 2.4228 4.2774 1.0885
H 0.4749 2.8808 0.8298
*
```

Values from the calculation:
- orbital gap (spin up / spin down) (eV) = 3.5 / 3.5
- E_HOMO (spin up / spin down) (eV) = 1.7 / 1.7

So, what does the Löwdin scheme give us? The charges, in e, come out as: 0.281, -0.044, -0.322, -0.082, -0.070, -0.322, -0.065, -0.158, -0.235, 0.059, 0.072, 0.064, 0.076, 0.061, 0.052, 0.064, -0.048, -0.058, -0.059, -0.074, -0.502, -0.059, -0.123, -0.379, -0.098, -0.222, -0.247, -0.212, -0.091, 0.062, 0.077, 0.039, 0.072, 0.051, 0.065, 0.084, 0.059, 0.071, 0.028, 0.071, 0.064

Calculated values (kJ/mol) of relative energy (zero: lowest compared OMol25 entry of this formula, charge and spin) for the records, taken in order: 1085.8; 94.6.
Calculated values (hartree/bohr) of largest force on an atom for the records, taken in order: 0.104; 0.035.
Calculated values (a.u.) of E_tot for the records, taken in order: -5276.52917; -1086.37021.